Below is a single C19H26O3S molecule in a non-equilibrium geometry, with properties calculated with ωB97M-V/def2-TZVPD.

XYZ file:
```
49
Properties=species:S:1:pos:R:3:nbo_charge:R:1
C 1.628 -1.444 -4.603 -0.407
C 0.819 -1.737 -3.557 0.047
C 0.030 -2.993 -3.679 -0.634
C 0.573 -0.859 -2.379 -0.362
C 1.906 -0.718 -1.558 -0.375
C 1.833 0.333 -0.426 -0.057
C 3.329 0.613 -0.008 -0.625
C 1.184 1.615 -0.976 0.163
C 0.394 1.685 -2.090 -0.343
C 0.108 0.531 -2.874 0.545
O -0.688 0.647 -3.787 -0.540
C 1.260 2.804 -0.060 -0.447
C 0.498 2.401 1.190 -0.430
C 0.843 1.057 1.811 0.095
O -0.173 0.728 2.796 -0.506
C -0.158 1.376 3.969 0.739
O 0.594 2.300 4.244 -0.580
C -1.031 0.882 5.029 -0.293
C -1.444 1.498 6.175 -0.275
S -1.165 3.216 6.531 0.242
C -2.772 3.881 6.124 -0.755
C 0.911 -0.100 0.796 -0.218
C 1.437 -1.378 1.490 -0.619
H 2.184 -0.512 -4.648 0.191
H 1.661 -2.105 -5.476 0.201
H 0.322 -3.576 -4.555 0.218
H -1.070 -2.820 -3.621 0.221
H 0.298 -3.604 -2.793 0.202
H -0.215 -1.292 -1.766 0.231
H 2.227 -1.684 -1.193 0.215
H 2.674 -0.341 -2.220 0.214
H 3.389 1.293 0.829 0.209
H 3.797 -0.317 0.302 0.219
H 3.955 1.039 -0.816 0.224
H 0.006 2.678 -2.478 0.232
H 2.290 3.121 0.126 0.216
H 0.820 3.658 -0.525 0.223
H 0.626 3.235 1.889 0.244
H -0.573 2.376 0.968 0.212
H 1.823 1.143 2.295 0.200
H -1.274 -0.167 4.906 0.216
H -2.024 0.900 6.872 0.212
H -2.815 4.982 6.092 0.241
H -3.186 3.498 5.189 0.220
H -3.431 3.530 6.909 0.211
H -0.102 -0.345 0.401 0.220
H 0.715 -1.684 2.262 0.224
H 2.356 -1.213 2.017 0.206
H 1.561 -2.199 0.806 0.212
```

Values from the calculation:
HOMO energy   -8.58 eV
LUMO level   0.1 eV
Structure (SMILES)   C=C(C)[C@H]1C[C@@]2(C)C(=CC1=O)CC[C@@H](OC(=O)/C=C\SC)[C@@H]2C
2S+1   1
Electronic energy   -1363.43584 Ha

Below is a molecular structure, C19H27BCaFN2O5 in a non-equilibrium geometry, with properties calculated with ωB97M-V/def2-TZVPD.

XYZ file:
```
56
Properties=species:S:1:pos:R:3:nbo_charge:R:1
C 2.161 -2.707 2.976 -0.532
N 1.420 -1.389 3.055 -0.709
C 1.277 -1.042 4.520 -0.459
B 0.045 -1.517 2.366 1.273
O -0.435 -2.923 2.174 -0.963
N -0.723 -0.269 1.974 -0.808
C -1.458 -0.414 0.660 0.085
O -2.895 -0.095 0.715 -0.539
C -3.545 -0.647 1.915 0.269
C -3.628 0.218 3.345 -0.259
C -4.346 -0.449 4.661 -0.231
C -5.012 -1.950 4.629 -0.233
C -5.001 -2.821 3.235 -0.229
C -4.259 -2.144 1.909 -0.272
C 0.110 0.990 2.051 0.916
O 1.174 1.099 1.253 -0.550
O -0.169 2.092 2.995 -0.686
H 1.654 -3.497 3.682 0.151
H 2.333 -3.080 1.875 0.229
H 3.250 -2.524 3.429 0.166
H 0.325 -0.402 4.753 0.252
H 2.215 -0.396 4.864 0.233
H 1.280 -1.992 5.239 0.189
H -1.079 -3.144 2.915 0.525
H -0.973 0.375 -0.092 0.229
H -1.259 -1.479 0.160 0.213
H -3.108 1.279 3.305 0.215
H -4.371 0.203 5.646 0.247
H -5.489 -2.355 5.625 0.249
H -5.511 -3.892 3.200 0.256
H -4.274 -2.806 0.927 0.246
H -1.144 2.328 3.017 0.508
F 1.439 2.109 -3.830 -0.330
C 1.762 2.937 -2.828 0.396
C 1.833 2.445 -1.530 -0.301
C 2.174 3.307 -0.487 -0.186
C 2.429 4.654 -0.753 -0.234
C 2.349 5.140 -2.059 -0.187
C 2.020 4.276 -3.103 -0.287
H 1.624 1.398 -1.341 0.222
H 2.240 2.931 0.531 0.236
H 2.690 5.327 0.061 0.217
H 2.544 6.190 -2.264 0.223
H 1.962 4.634 -4.126 0.231
Ca 3.289 -4.512 3.180 0.993
C 2.061 -1.409 -6.954 -0.585
C 0.992 -0.394 -7.391 0.071
C 0.466 0.355 -6.155 -0.582
O -0.016 -1.067 -7.917 -0.343
H 1.671 -2.149 -6.243 0.212
H 2.474 -1.953 -7.813 0.226
H 2.896 -0.894 -6.462 0.215
H 1.521 0.358 -7.995 0.145
H 0.017 -0.320 -5.415 0.211
H -0.289 1.102 -6.430 0.226
H 1.285 0.887 -5.656 0.231
```

Values from the calculation:
HOMO energy   -8.10 eV
LUMO level   -6.9 eV
Charge   +1
2S+1   1
Electronic energy   -2027.38135 Ha

Below is 2 unconnected molecules or ions with the total composition C19H27Cl2FINO in a non-equilibrium geometry, with properties calculated with ωB97M-V/def2-TZVPD.

XYZ file:
```
52
Properties=species:S:1:pos:R:3:nbo_charge:R:1
C -4.473 -2.540 0.792 -0.650
C -3.435 -1.546 0.038 -0.009
C -2.073 -2.048 -0.543 -0.226
C -1.041 -1.119 -1.228 -0.239
C -1.394 0.382 -1.352 -0.013
C -0.360 1.435 -2.007 -0.446
C 0.501 2.156 -0.862 -0.331
C -0.087 2.269 0.616 -0.452
C 1.178 2.190 1.660 0.147
C 0.854 3.429 2.652 -0.447
C -0.622 3.362 3.298 0.040
F -0.674 3.875 4.644 -0.374
C 1.212 0.940 2.688 -0.421
C 2.281 -0.199 2.294 -0.439
C 1.595 -1.168 1.188 -0.533
I 3.094 -2.156 -0.054 0.086
N 2.334 2.289 0.728 -0.717
C 2.061 1.820 -0.673 0.725
O 2.840 1.313 -1.505 -0.518
C -2.766 0.912 -0.805 -0.242
C -3.793 -0.029 -0.119 -0.236
H -5.333 -1.871 1.166 0.221
H -4.858 -3.365 0.096 0.233
H -3.872 -2.972 1.680 0.228
H -1.787 -3.149 -0.435 0.225
H -0.032 -1.453 -1.633 0.247
H 0.295 0.915 -2.806 0.251
H -1.019 2.197 -2.571 0.225
H 0.546 3.265 -1.198 0.233
H -0.693 3.235 0.586 0.216
H -0.762 1.446 1.028 0.239
H 1.611 3.466 3.525 0.229
H 1.042 4.401 2.056 0.205
H -1.089 2.308 3.248 0.184
H -1.300 4.011 2.622 0.174
H 0.163 0.463 2.709 0.210
H 1.395 1.307 3.770 0.225
H 2.492 -0.814 3.251 0.212
H 3.279 0.226 1.946 0.243
H 0.955 -0.485 0.520 0.213
H 0.919 -1.892 1.778 0.234
H 2.560 3.296 0.703 0.392
H -3.075 2.020 -0.885 0.222
H -4.801 0.291 0.302 0.224
Cl 1.966 -2.141 -3.228 -0.052
C 2.628 -3.675 -3.842 -0.390
C 1.577 -4.510 -4.544 -0.388
Cl 0.352 -5.139 -3.415 -0.058
H 3.072 -4.212 -3.002 0.225
H 3.426 -3.417 -4.542 0.224
H 2.047 -5.376 -5.016 0.222
H 1.062 -3.940 -5.319 0.224
```

Values from the calculation:
HOMO energy   -8.40 eV
LUMO level   0.4 eV
Structure (SMILES)   Cc1ccc(C[C@H]2C[C@@](CCF)(CCCI)NC2=O)cc1.ClCCCl
2S+1   1
Electronic energy   -2187.87630 Ha
ΔE to the lowest compared entry with this formula, charge and spin   142.19 kcal per mole

Below is a molecular structure, C19H27I2N7O8Tl in a non-equilibrium geometry, with properties calculated with ωB97M-V/def2-TZVPD.

XYZ file:
```
64
Properties=species:S:1:pos:R:3:nbo_charge:R:1
Tl 0.711 -0.096 0.174 0.600
O -3.210 -1.625 -1.558 -0.709
C -2.071 -1.179 -1.725 0.828
O -1.533 -0.291 -1.005 -0.887
C -1.253 -1.702 -2.926 -0.333
C -0.327 -0.610 -3.484 0.078
C 0.222 -1.069 -4.850 -0.418
C 1.275 -2.105 -4.413 -0.433
C 1.102 -2.055 -2.886 0.087
O 0.816 -0.685 -2.644 -0.547
C -0.203 -2.771 -2.518 -0.337
C -0.298 -3.111 -1.010 0.803
O -1.240 -3.827 -0.656 -0.744
O 0.598 -2.651 -0.256 -0.843
H -1.958 -2.085 -3.667 0.225
H -0.749 0.393 -3.475 0.222
H 0.674 -0.229 -5.378 0.204
H -0.558 -1.496 -5.477 0.203
H 2.281 -1.795 -4.699 0.207
H 1.084 -3.101 -4.809 0.203
H 1.963 -2.371 -2.301 0.229
H -0.346 -3.703 -3.072 0.224
O -1.771 2.231 -1.950 -0.742
C -0.480 2.784 -1.903 -0.093
C -0.192 3.416 -0.561 0.197
C -0.845 4.576 -0.158 -0.245
C -0.610 5.066 1.114 -0.166
C 0.285 4.399 1.933 -0.256
C 0.907 3.266 1.437 0.080
N 0.675 2.789 0.224 -0.472
H -1.743 1.361 -1.493 0.513
H -0.445 3.543 -2.694 0.173
H 0.290 2.029 -2.105 0.183
H -1.539 5.061 -0.825 0.214
H -1.126 5.950 1.463 0.206
H 0.475 4.730 2.941 0.213
H 1.604 2.703 2.040 0.212
N -0.696 -2.967 2.229 -0.669
N -1.920 -2.601 1.614 -0.437
C -2.245 -1.304 1.601 0.647
N -3.383 -0.926 1.009 -0.799
N -1.385 -0.478 2.218 -0.493
N -1.644 0.772 2.481 0.626
O -2.790 1.205 2.568 -0.475
O -0.658 1.478 2.692 -0.471
H 0.065 -2.750 1.565 0.396
H -0.717 -3.981 2.299 0.354
H -2.142 -3.145 0.762 0.440
H -3.576 -1.326 0.071 0.444
H -3.560 0.071 1.059 0.412
I 3.844 -1.787 0.508 0.182
C 4.250 0.292 0.191 -0.711
I 3.489 1.037 -1.664 0.183
H 5.327 0.428 0.187 0.217
H 3.783 0.833 1.009 0.251
C 0.709 0.209 5.317 -0.588
C 1.337 -0.610 4.184 -0.550
C 2.310 0.177 3.491 0.377
N 3.106 0.829 2.984 -0.418
H -0.083 -0.367 5.788 0.215
H 0.282 1.121 4.908 0.238
H 1.449 0.472 6.072 0.197
H 0.561 -0.902 3.466 0.313
H 1.819 -1.517 4.562 0.239
```

Values from the calculation:
HOMO energy   -5.52 eV
LUMO level   2.2 eV
Charge   -1
2S+1   1
Electronic energy   -2493.34485 Ha
ΔE to the lowest compared entry with this formula, charge and spin   17.26 kcal per mole

Below is a molecular structure, C19H27N2Rh in a non-equilibrium geometry, with properties calculated with ωB97M-V/def2-TZVPD.

XYZ file:
```
49
Properties=species:S:1:pos:R:3:nbo_charge:R:1
C 1.618 3.308 0.233 -0.617
H 1.802 4.247 0.787 0.241
H 2.260 3.307 -0.662 0.210
H 1.936 2.513 0.912 0.191
C 0.184 3.138 -0.336 -0.376
H 0.119 2.129 -0.801 0.129
H -0.581 3.042 0.447 0.196
C -0.171 4.303 -1.312 -0.623
H -1.258 4.420 -1.452 0.223
H 0.227 5.267 -0.924 0.239
H 0.305 4.151 -2.297 0.211
C -0.999 -2.421 -0.958 -0.040
C -1.388 -1.337 -1.837 -0.062
C -0.189 -0.719 -2.325 0.007
C 0.936 -1.393 -1.774 -0.076
C 0.466 -2.449 -0.922 -0.034
C 1.337 -3.191 0.032 -0.657
C 2.347 -0.947 -1.940 -0.651
C -0.077 0.506 -3.174 -0.669
C -2.751 -0.734 -1.975 -0.661
C -1.888 -3.164 -0.026 -0.663
Rh -0.256 -0.665 -0.310 1.352
H 2.907 -1.194 -1.044 0.238
H 2.887 -1.343 -2.804 0.291
H 2.337 0.136 -2.026 0.246
H 2.277 -2.648 0.114 0.243
H 0.872 -3.212 1.017 0.240
H 1.564 -4.207 -0.281 0.292
H -2.787 -2.581 0.201 0.244
H -2.203 -4.108 -0.472 0.293
H -1.370 -3.397 0.915 0.247
H -2.675 0.311 -2.307 0.254
H -3.328 -1.283 -2.722 0.293
H -3.313 -0.741 -1.029 0.241
H 0.770 1.108 -2.830 0.247
H 0.100 0.277 -4.230 0.287
H -0.971 1.123 -3.100 0.249
N 2.501 -0.083 5.681 -0.154
C 1.615 -0.107 4.918 0.201
C 0.448 -0.138 4.073 -0.142
C -0.823 -0.019 4.646 -0.064
C -1.917 -0.048 3.792 -0.209
C -1.720 -0.168 2.404 0.062
N -0.493 -0.325 1.882 -0.562
C 0.585 -0.299 2.686 0.086
H -0.946 0.064 5.734 0.280
H -2.929 0.037 4.174 0.270
H -2.550 -0.147 1.696 0.221
H 1.578 -0.381 2.237 0.234
```

Values from the calculation:
HOMO energy (spin up / spin down)   -15.31 / -16.52 eV
LUMO level (spin up / spin down)   -6.7 / -11.1 eV
Charge   +2
2S+1   5
Electronic energy   -959.42048 Ha
<S²>   6.01
ΔE to the lowest compared entry with this formula, charge and spin   0.00 kcal per mole

Below is a single C19H27N3O4S molecule in a non-equilibrium geometry, with properties calculated with ωB97M-V/def2-TZVPD.

XYZ file:
```
54
Properties=species:S:1:pos:R:3:nbo_charge:R:1
C 2.433 -0.604 -1.905 -0.267
O 1.201 -0.991 -1.334 -0.547
C 0.748 -2.262 -1.708 -0.066
C 0.264 -2.338 -3.169 -0.261
N -0.701 -1.300 -3.437 -0.612
C -0.351 -0.154 -4.056 0.673
O 0.689 0.004 -4.656 -0.623
C -1.431 0.938 -3.995 -0.303
N -2.114 0.965 -2.735 -0.374
C -3.404 0.565 -2.502 -0.031
C -3.699 0.658 -1.176 -0.283
C -2.527 1.139 -0.528 -0.109
C -2.205 1.451 0.793 -0.167
C -0.938 1.910 1.053 -0.347
S -0.498 2.343 2.734 2.345
O 0.375 3.481 2.688 -0.943
O -1.712 2.429 3.498 -0.947
N 0.381 1.060 3.293 -0.711
C -0.326 -0.093 3.780 -0.231
C -0.493 -1.169 2.702 -0.409
C 0.816 -1.857 2.326 -0.392
C 1.908 -0.892 1.862 -0.401
C 2.554 -0.124 3.016 -0.418
C 1.811 1.157 3.414 -0.208
C 0.025 2.071 0.056 -0.196
C -0.265 1.774 -1.257 -0.236
C -1.547 1.313 -1.540 0.208
H 2.338 -0.380 -2.972 0.197
H 3.191 -1.383 -1.765 0.167
H 2.739 0.296 -1.376 0.193
H -0.090 -2.471 -1.036 0.184
H 1.529 -3.021 -1.552 0.172
H 1.095 -2.185 -3.860 0.233
H -0.183 -3.318 -3.352 0.204
H -1.529 -1.300 -2.859 0.401
H -2.155 0.754 -4.795 0.236
H -0.942 1.898 -4.191 0.235
H -4.028 0.252 -3.318 0.217
H -4.634 0.423 -0.710 0.230
H -2.917 1.360 1.598 0.244
H 0.197 -0.501 4.650 0.196
H -1.309 0.260 4.100 0.237
H -1.200 -1.919 3.066 0.206
H -0.922 -0.703 1.813 0.207
H 1.185 -2.430 3.182 0.190
H 0.611 -2.567 1.521 0.203
H 2.683 -1.477 1.362 0.206
H 1.492 -0.200 1.129 0.216
H 2.627 -0.788 3.880 0.193
H 3.572 0.162 2.744 0.216
H 2.104 1.989 2.774 0.228
H 2.086 1.423 4.446 0.188
H 0.990 2.457 0.341 0.234
H 0.471 1.897 -2.035 0.226
```

Values from the calculation:
HOMO energy   -8.45 eV
LUMO level   0.6 eV
Structure (SMILES)   COCCNC(=O)Cn1ccc2cc(S(=O)(=O)N3CCCCCC3)ccc21
2S+1   1
Electronic energy   -1603.62410 Ha
ΔE to the lowest compared entry with this formula, charge and spin   45.55 kcal per mole

> Which of these has the highest electronic energy?

C19H27N2Rh

> The highest 2S+1 belongs to which entry?

C19H27N2Rh